Here is a structure of composition C21H35NOSSb2SiTi in a non-equilibrium geometry from the OMol25 dataset. Energies are from the ωB97M-V functional and the def2-TZVPD basis.

```
63
Properties=species:S:1:pos:R:3:forces:R:3
Ti -1.17096 -0.21874 -0.98068 0.5188 -0.1109 0.2742
C 3.15513 -0.07309 -2.34880 0.1159 0.0046 -0.0029
Sb 1.59817 0.34680 -0.90354 -0.4723 -0.0472 0.1161
C 2.12291 2.41431 -0.71842 0.0105 0.0406 -0.0172
C 2.83970 -0.37579 0.77341 0.0738 -0.0125 -0.0202
C 2.81576 0.53877 1.95301 -0.0095 -0.0143 -0.0546
C 3.77273 1.55226 2.03873 0.0018 0.0075 0.0028
C 3.78181 2.47266 3.07240 0.0034 0.0066 0.0016
C 2.81703 2.38874 4.06556 0.0019 0.0065 0.0061
C 1.87323 1.37732 4.00697 0.0013 -0.0020 0.0023
C 1.85031 0.44249 2.97057 -0.0338 0.0008 -0.0054
C 0.79340 -0.61648 2.98247 -0.0200 -0.0379 0.0446
Sb -0.95465 -0.10724 1.78183 0.1961 -0.0438 -0.5057
C -2.32409 -1.16387 3.07461 -0.0309 -0.0031 0.1622
C -1.31483 1.82170 2.63082 -0.0414 0.0249 0.0417
H 2.87825 0.35418 -3.31273 -0.0150 0.0068 -0.0033
H 3.28465 -1.14819 -2.46930 0.0108 -0.0148 -0.0033
H 4.09056 0.37369 -2.00901 0.0496 -0.0063 -0.0159
H 3.20467 2.53865 -0.76764 0.0022 0.0159 -0.0066
H 1.75008 2.80470 0.22697 0.0072 -0.0160 0.0038
H 1.64571 2.96106 -1.53061 0.0286 0.0163 -0.0157
H 3.85354 -0.45939 0.37927 0.0256 -0.0096 0.0077
H 2.48431 -1.37784 1.01066 -0.0106 0.0005 -0.0076
H 4.52603 1.61623 1.26117 0.0003 -0.0025 -0.0066
H 4.53582 3.24947 3.10081 0.0043 0.0040 0.0015
H 2.80251 3.09938 4.88248 0.0007 0.0039 0.0049
H 1.12437 1.29963 4.78781 -0.0038 -0.0006 0.0029
H 0.43012 -0.77330 3.99930 0.0033 -0.0059 0.0142
H 1.16081 -1.57126 2.60520 0.0025 -0.0036 -0.0018
H -2.19349 -0.85231 4.11216 -0.0347 -0.0230 0.0489
H -2.15738 -2.23810 2.99100 0.0083 -0.0059 -0.0110
H -3.34081 -0.94390 2.74917 -0.0121 -0.0012 -0.0020
H -1.45914 1.75172 3.70944 -0.0154 0.0195 0.0060
H -2.20223 2.24239 2.15904 -0.0115 0.0127 0.0255
H -0.46688 2.46789 2.40889 0.0075 -0.0130 -0.0011
O -3.15458 0.03556 -0.88323 -0.4761 0.6231 -0.2260
N -3.75207 1.22642 -1.05492 -0.0320 -0.1933 0.3697
C -5.11167 1.27647 -0.87899 0.4570 -0.0316 -0.1536
C -5.77579 2.46026 -0.85980 -0.1049 0.1818 -0.0338
C -5.05210 3.67312 -0.99251 0.6855 -0.3000 0.0035
C -3.67194 3.59844 -1.10680 -0.9810 0.6038 0.0016
C -2.98527 2.39006 -1.12222 0.7880 -0.8983 -0.1160
S -1.27086 2.24248 -1.21798 -0.6431 0.0709 0.0157
H -5.57665 0.30711 -0.78425 0.0198 -0.0022 0.0156
H -6.85133 2.45149 -0.74610 0.0180 0.0096 -0.0031
H -5.55684 4.62879 -0.98108 0.0074 0.0036 -0.0007
H -3.07139 4.49565 -1.18237 -0.0179 -0.0079 0.0116
C 1.41213 -3.53117 -1.21907 -0.0095 -0.0072 -0.0028
Si 0.13717 -3.23836 -2.58703 0.0418 0.0383 0.0211
C -0.39299 -4.98674 -3.10554 -0.0103 -0.0023 0.0004
C 1.01047 -2.51953 -4.09720 -0.0024 0.0001 -0.0048
C -1.22315 -2.15302 -2.05148 -0.0647 0.1408 0.0115
H 2.12235 -4.31401 -1.50075 0.0038 -0.0065 -0.0030
H 0.90792 -3.84994 -0.30170 -0.0023 0.0016 0.0056
H 1.98490 -2.63347 -0.97878 -0.0079 0.0047 -0.0076
H 0.45251 -5.58736 -3.45478 0.0045 -0.0004 -0.0007
H -1.13047 -4.94048 -3.91123 -0.0048 0.0002 -0.0063
H -0.85693 -5.51417 -2.26741 -0.0016 -0.0017 0.0054
H 1.89753 -3.09610 -4.37464 0.0055 -0.0048 -0.0012
H 1.31019 -1.48460 -3.92513 -0.0072 -0.0087 0.0139
H 0.32797 -2.52381 -4.95179 -0.0032 -0.0034 -0.0109
H -1.82697 -2.64606 -1.26482 -0.0154 0.0048 0.0409
H -1.90931 -1.96157 -2.89145 -0.0101 -0.0120 -0.0321
```
Positions in Å, forces in eV/Å.

Values from the calculation:
M ... 669.1 g/mol
LUMO (alpha / beta) ... 0.104 / 0.104 hartree
2S+1 ... 2
Highest occupied orbital energy (alpha / beta) ... -1.47 / -1.64 eV
Frontier orbital gap (alpha / beta) ... 4.3 / 4.5 eV
Relative energy (zero: lowest compared OMol25 entry of this formula, charge and spin) ... 117.5 kJ/mol
Maximum force ... 1.20 eV Å⁻¹
Net charge ... -1

natural (NBO) atomic charge list, values in e, 5 entries:
1 Ti 0.502
2 C -1.043
3 Sb 1.156
4 C -1.021
5 C -0.808